Run i
A 4-piece molecular cluster, C4H12O4 overall, computed with ωB97M-V with the def2-TZVPD basis set.

Geometry as ORCA input:
```
! wB97M-V def2-TZVPD RIJCOSX def2/J DEFGRID3
* xyz 0 1
C 2.25 -3.68 -0.21
C 1.57 -2.62 0.22
C 1.07 -1.51 -0.52
C 0.41 -0.40 -0.16
O 0.06 0.41 -1.22
H 2.57 -4.53 0.43
H 2.65 -3.84 -1.21
H 1.54 -2.63 1.32
H 1.20 -1.53 -1.65
H 0.10 0.11 0.74
H -0.37 1.21 -0.91
O -2.98 0.50 0.55
H -3.58 0.95 1.16
H -3.44 -0.17 0.04
O 2.73 1.78 -1.41
H 2.29 0.98 -1.11
H 3.56 1.98 -0.98
O -3.72 3.50 2.20
H -2.85 4.00 2.15
H -3.77 3.41 3.20
*
```

Calculated values
SMILES   C=C/C=C/O.O.O.O
HOMO   -8.13 eV
Frontier orbital gap   0.3142 Eh

---

Run ii
A 4-piece molecular cluster, C4H12O4 overall, computed with ωB97M-V with the def2-TZVPD basis set.

Geometry as ORCA input:
```
! wB97M-V def2-TZVPD RIJCOSX def2/J DEFGRID3
* xyz 0 1
C 0.75 -3.15 0.65
C 1.35 -1.84 0.30
C 0.74 -0.97 -0.65
C -0.50 -0.88 -1.21
O -1.00 0.33 -1.91
H 0.50 -3.41 1.76
H 1.28 -3.97 0.23
H 2.36 -1.53 0.46
H 1.41 -0.18 -1.00
H -1.13 -1.69 -1.37
H -0.98 1.08 -1.28
H -0.17 -0.41 1.16
H -0.14 -3.15 0.00
O -0.72 0.04 1.76
H -1.16 3.85 -0.65
H -0.14 2.62 0.37
O -1.05 2.95 -0.60
H 1.43 2.71 0.99
H -0.41 0.99 1.67
O 0.66 2.20 1.13
*
```

Calculated values
HOMO   -8.02 eV
Frontier orbital gap   0.1593 Eh

---

What should be chosen as the least stable of them? Choose run ii.

---

Run i
A 4-piece molecular cluster, C4H12O4 overall, computed with ωB97M-V with the def2-TZVPD basis set.

Geometry as ORCA input:
```
! wB97M-V def2-TZVPD RIJCOSX def2/J DEFGRID3
* xyz 0 1
C -0.28 1.85 -1.96
C 0.18 2.27 -0.79
C 0.00 1.42 0.44
C -1.11 0.86 0.88
O 1.25 1.43 1.05
H -0.68 0.87 -2.13
H -0.48 2.60 -2.71
H 0.43 3.30 -0.53
H -1.07 0.25 1.77
H -2.05 0.82 0.35
H 1.20 1.06 1.94
O -1.05 -2.17 1.53
H -1.68 -2.87 1.51
H -0.28 -2.43 1.00
O 1.82 -2.17 0.97
H 2.12 -2.15 0.05
H 1.54 -1.25 1.11
O 0.42 -1.10 -1.56
H -0.08 -1.82 -1.99
H -0.22 -0.78 -0.92
*
```

Calculated values
SMILES   C=CC(=C)O.O.O.O
HOMO   -9.22 eV
Frontier orbital gap   0.3588 Eh

---

Run ii
A 4-piece molecular cluster, C4H12O4 overall, computed with ωB97M-V with the def2-TZVPD basis set.

Geometry as ORCA input:
```
! wB97M-V def2-TZVPD RIJCOSX def2/J DEFGRID3
* xyz 0 1
C -0.49 1.36 -1.71
C -0.01 1.85 -0.59
C -0.38 1.38 0.77
C 0.36 1.59 1.86
O -1.55 0.66 0.80
H -1.15 0.52 -1.85
H -0.13 1.76 -2.66
H 0.57 2.76 -0.47
H 0.02 1.28 2.83
H 1.20 2.26 1.70
H -1.68 0.36 1.71
O -1.42 -1.63 3.14
H -1.34 -1.91 2.22
H -0.60 -1.92 3.58
O 3.35 -1.80 -3.28
H 3.51 -0.88 -2.98
H 2.85 -1.81 -4.07
O -0.78 -2.11 -0.14
H -1.41 -2.55 -0.66
H -0.92 -1.16 -0.20
*
```

Calculated values
SMILES   C=CC(=C)O.O.O.O
HOMO   -8.96 eV
Frontier orbital gap   0.3511 Eh

---

What should be chosen as the least stable of them? Choose run i.

---

Run i
A 10-piece molecular cluster, C30H80O10 overall, computed with ωB97M-V with the def2-TZVPD basis set.

Geometry as ORCA input:
```
! wB97M-V def2-TZVPD RIJCOSX def2/J DEFGRID3
* xyz 0 1
C -4.83 -4.52 0.97
C -5.43 -3.30 0.30
C -4.42 -2.25 -0.11
O -6.10 -3.76 -0.90
H -5.48 -5.39 0.91
H -4.70 -4.37 2.05
H -3.85 -4.78 0.55
H -6.24 -2.80 0.82
H -3.80 -1.80 0.66
H -4.97 -1.41 -0.56
H -3.79 -2.57 -0.95
H -5.45 -3.78 -1.61
C 3.27 -3.16 4.24
C 2.57 -2.12 3.39
C 1.82 -1.09 4.20
O 3.57 -1.42 2.62
H 3.90 -2.62 4.96
H 3.88 -3.92 3.77
H 2.48 -3.66 4.81
H 1.90 -2.67 2.72
H 1.33 -1.51 5.09
H 1.08 -0.60 3.58
H 2.52 -0.38 4.62
H 3.12 -1.05 1.84
C 1.60 3.07 -3.10
C 0.74 3.18 -4.39
C 0.01 1.87 -4.59
O -0.24 4.18 -4.11
H 2.12 4.00 -2.90
H 2.28 2.21 -3.18
H 0.98 2.83 -2.24
H 1.46 3.50 -5.15
H 0.77 1.12 -4.81
H -0.57 1.95 -5.51
H -0.56 1.49 -3.75
H 0.10 5.08 -4.16
C 1.72 4.86 2.22
C 1.75 3.56 1.46
C 2.97 3.44 0.55
O 1.67 2.47 2.37
H 0.71 4.98 2.64
H 1.82 5.73 1.56
H 2.48 4.92 2.99
H 0.87 3.40 0.82
H 2.86 2.65 -0.18
H 3.85 3.29 1.19
H 3.16 4.40 0.06
H 1.71 1.60 1.95
C -2.08 -0.43 3.44
C -3.41 -0.22 4.14
C -3.78 1.26 4.11
O -4.40 -0.86 3.34
H -2.08 0.00 2.44
H -1.99 -1.53 3.39
H -1.15 -0.14 3.93
H -3.37 -0.54 5.18
H -4.01 1.59 3.09
H -2.96 1.89 4.44
H -4.68 1.38 4.71
H -4.44 -1.81 3.49
C -1.44 5.04 -0.90
C -2.51 3.94 -1.15
C -3.71 4.15 -0.25
O -2.86 4.04 -2.53
H -1.68 6.07 -1.13
H -0.52 4.69 -1.37
H -1.16 5.14 0.16
H -2.03 2.98 -0.95
H -4.30 5.06 -0.31
H -3.35 3.99 0.77
H -4.34 3.26 -0.23
H -2.05 4.10 -3.06
C -3.61 0.58 -2.24
C -4.79 1.04 -3.11
C -4.35 1.24 -4.57
O -5.86 0.10 -3.04
H -3.88 0.51 -1.19
H -2.85 1.37 -2.32
H -3.23 -0.38 -2.59
H -5.17 1.96 -2.67
H -5.22 1.52 -5.17
H -4.10 0.21 -4.85
H -3.51 1.93 -4.64
H -5.58 -0.73 -3.44
C 2.77 -5.25 0.09
C 4.15 -5.10 -0.57
C 5.32 -5.43 0.37
O 4.25 -6.05 -1.63
H 2.77 -4.63 0.99
H 2.60 -6.29 0.38
H 2.02 -4.91 -0.62
H 4.36 -4.10 -0.96
H 6.26 -5.09 -0.05
H 5.36 -6.49 0.58
H 5.20 -4.88 1.31
H 4.02 -6.94 -1.37
C -0.03 -1.90 -0.07
C 0.73 -0.60 -0.11
C -0.08 0.61 -0.53
O 1.30 -0.36 1.19
H -0.92 -1.82 0.56
H 0.63 -2.61 0.43
H -0.26 -2.22 -1.08
H 1.63 -0.68 -0.73
H -0.17 0.66 -1.62
H 0.53 1.48 -0.25
H -1.01 0.68 0.05
H 0.58 -0.18 1.81
C 6.23 -0.81 -0.11
C 5.03 -0.86 -1.04
C 4.19 0.41 -0.98
O 5.52 -1.01 -2.37
H 6.84 -1.70 -0.26
H 5.90 -0.68 0.93
H 6.87 0.06 -0.26
H 4.43 -1.77 -0.86
H 3.55 0.47 -0.10
H 3.56 0.50 -1.87
H 4.90 1.23 -0.87
H 4.75 -1.01 -2.95
*
```

Calculated values
SMILES   CC(C)O.CC(C)O.CC(C)O.CC(C)O.CC(C)O.CC(C)O.CC(C)O.CC(C)O.CC(C)O.CC(C)O
HOMO   -10.05 eV
Frontier orbital gap   0.3789 Eh

---

Run ii
A 10-piece molecular cluster, C30H80O10 overall, computed with ωB97M-V with the def2-TZVPD basis set.

Geometry as ORCA input:
```
! wB97M-V def2-TZVPD RIJCOSX def2/J DEFGRID3
* xyz 0 1
C 1.04 -10.68 -6.86
C 1.71 -10.47 -5.46
C 0.89 -9.42 -4.67
O 1.66 -11.79 -4.89
H 1.48 -11.49 -7.44
H 1.32 -9.89 -7.56
H -0.03 -10.86 -6.78
H 2.74 -10.15 -5.52
H 1.52 -9.09 -3.85
H 0.09 -9.95 -4.15
H 0.55 -8.50 -5.16
H 0.74 -12.08 -4.88
C 1.86 1.81 -0.97
C 1.09 0.63 -1.63
C 1.89 -0.67 -1.57
O -0.06 0.41 -0.82
H 2.67 2.19 -1.59
H 2.26 1.46 -0.02
H 1.22 2.67 -0.74
H 0.76 0.89 -2.63
H 2.79 -0.64 -2.19
H 1.30 -1.54 -1.86
H 2.24 -0.90 -0.57
H -0.59 1.21 -0.77
C -5.32 -4.20 -1.73
C -5.41 -4.20 -0.21
C -6.25 -5.33 0.36
O -4.11 -4.34 0.28
H -5.08 -5.21 -2.06
H -4.59 -3.52 -2.17
H -6.28 -3.92 -2.16
H -5.75 -3.18 0.02
H -7.31 -5.08 0.29
H -6.00 -5.55 1.40
H -6.02 -6.32 -0.05
H -3.63 -3.55 0.01
C 3.59 2.84 8.80
C 4.27 2.07 7.68
C 5.12 2.98 6.84
O 5.04 1.10 8.31
H 2.84 3.55 8.45
H 4.35 3.33 9.41
H 3.02 2.09 9.36
H 3.54 1.55 7.07
H 6.02 3.32 7.35
H 4.56 3.87 6.54
H 5.56 2.59 5.92
H 5.45 0.55 7.64
C 9.82 5.19 -1.96
C 9.38 6.63 -2.22
C 10.12 7.68 -1.39
O 9.47 7.03 -3.56
H 9.07 4.46 -2.27
H 9.92 4.97 -0.90
H 10.80 5.07 -2.43
H 8.32 6.71 -1.99
H 10.17 7.57 -0.31
H 9.64 8.64 -1.53
H 11.12 7.74 -1.83
H 10.32 6.76 -3.92
C -6.67 3.54 -2.91
C -6.11 4.92 -2.53
C -7.16 5.95 -2.33
O -5.43 4.79 -1.29
H -7.72 3.40 -2.67
H -6.18 2.74 -2.37
H -6.43 3.49 -3.97
H -5.36 5.26 -3.25
H -7.74 5.72 -1.43
H -7.81 6.09 -3.19
H -6.81 6.97 -2.22
H -5.25 5.68 -0.97
C 1.23 -6.53 3.80
C 0.53 -6.20 5.07
C 0.77 -4.78 5.52
O -0.79 -6.44 4.81
H 1.08 -7.58 3.53
H 2.29 -6.30 3.85
H 1.00 -6.01 2.87
H 0.79 -6.88 5.88
H 0.43 -4.10 4.74
H 1.78 -4.46 5.75
H 0.14 -4.63 6.40
H -1.18 -5.85 4.16
C -8.11 1.24 4.34
C -7.20 0.50 5.34
C -5.75 1.10 5.31
O -7.68 0.64 6.61
H -9.14 0.90 4.26
H -7.71 1.23 3.33
H -8.20 2.30 4.60
H -7.15 -0.55 5.06
H -5.22 0.90 6.24
H -5.77 2.19 5.30
H -5.12 0.68 4.52
H -7.37 1.47 6.97
C -4.41 8.26 4.28
C -3.00 8.50 3.83
C -2.07 7.30 3.93
O -3.13 8.91 2.51
H -5.01 9.13 4.51
H -4.27 7.65 5.17
H -5.01 7.63 3.62
H -2.54 9.34 4.37
H -1.16 7.52 3.38
H -2.49 6.37 3.53
H -1.89 7.14 4.99
H -3.35 9.85 2.56
C 5.50 -2.56 -8.83
C 4.61 -3.48 -9.65
C 3.58 -2.71 -10.45
O 5.45 -4.18 -10.56
H 6.26 -3.05 -8.23
H 4.92 -1.88 -8.21
H 6.04 -1.91 -9.51
H 4.16 -4.12 -8.89
H 3.01 -2.00 -9.86
H 2.82 -3.36 -10.89
H 4.11 -2.05 -11.13
H 6.00 -4.79 -10.06
*
```

Calculated values
SMILES   CC(C)O.CC(C)O.CC(C)O.CC(C)O.CC(C)O.CC(C)O.CC(C)O.CC(C)O.CC(C)O.CC(C)O
HOMO   -9.99 eV
Frontier orbital gap   0.3763 Eh

---

What should be chosen as the least stable of them? Choose run ii.

---

Run i
A 2-piece molecular cluster, C4H4 overall, computed with ωB97M-V with the def2-TZVPD basis set.

Geometry as ORCA input:
```
! wB97M-V def2-TZVPD RIJCOSX def2/J DEFGRID3
* xyz 0 3
C 0.66 0.93 0.68
C -0.07 1.20 -0.48
C -0.99 -0.11 -0.38
C 0.06 -0.26 0.54
H 1.41 1.38 1.27
H -1.99 -0.11 0.06
H -0.79 -0.68 -1.25
H 1.71 -2.34 -0.45
*
```

Calculated values
HOMO (spin up / spin down)   -7.36 / -9.89 eV
Frontier orbital gap (spin up / spin down)   0.2938 / 0.3561 Eh

---

Run ii
C4H4 as an isolated structure, computed with ωB97M-V with the def2-TZVPD basis set.

Geometry as ORCA input:
```
! wB97M-V def2-TZVPD RIJCOSX def2/J DEFGRID3
* xyz 0 3
C 0.37 0.73 0.46
C 0.53 0.33 -0.76
C 0.20 1.14 1.67
C 0.63 -0.09 -1.96
H 1.01 1.52 2.28
H -0.77 1.11 2.15
H -1.27 -2.16 -1.76
H -0.69 -2.58 -2.08
*
```

Calculated values
HOMO (spin up / spin down)   -7.93 / -10.26 eV
Frontier orbital gap (spin up / spin down)   0.2886 / 0.2572 Eh

---

What should be chosen as the least stable of them? Choose run i.